1.
Molecular formula: C5H9N
Method: DFT, ωB97M-V with the def2-TZVPD basis set

Structure (XYZ):
```
15
Properties=species:S:1:pos:R:3:forces:R:3
C 1.702342 -0.067017 -0.243610 0.180 -0.100 0.102
C 0.224342 -0.070119 -0.014635 0.505 0.003 0.068
C -0.631456 -0.043917 1.258629 0.140 -0.031 0.369
N -1.683188 0.201037 0.182769 0.035 -0.659 -0.586
C -0.658155 1.121722 -0.424327 0.133 0.135 -0.362
C -0.821962 -1.010535 -0.574888 -0.370 0.129 0.251
H 1.911376 0.055796 -1.315071 -0.036 -0.105 0.207
H 2.176048 -0.983053 0.108036 0.137 0.018 0.019
H 2.133666 0.796067 0.273831 0.115 -0.178 -0.019
H -0.841952 -0.954714 1.831190 0.379 0.073 -0.169
H -0.374169 0.785505 1.926123 -0.646 0.136 -0.084
H -0.453933 2.059853 0.122474 -0.342 -0.331 -0.064
H -0.895544 1.338242 -1.467734 0.391 -0.134 -0.098
H -0.621886 -1.336052 -1.627994 -1.315 1.209 0.186
H -1.165526 -1.892809 -0.034799 0.694 -0.167 0.181
```
Forces are in eV/Å.

Maximum force   1.80 eV Å⁻¹
E_LUMO   0.972 eV
Relative energy (zero: lowest compared OMol25 entry of this formula, charge and spin)   3.5692 eV
Frontier orbital gap   9.9 eV

---

2.
Molecular formula: C5H9N
Method: DFT, ωB97M-V with the def2-TZVPD basis set

Structure (XYZ):
```
15
Properties=species:S:1:pos:R:3:forces:R:3
C 1.990925 0.891449 -0.168187 0.053 0.019 -0.018
C 0.914788 0.069511 0.539032 -0.023 -0.018 0.036
C -0.296322 -0.134482 -0.368872 0.025 0.050 -0.060
C -1.481962 -0.814289 0.332292 0.008 -0.011 0.053
C -2.700499 -0.717032 -0.479171 -0.810 0.083 -0.542
N -3.644330 -0.594984 -1.136887 0.910 -0.159 0.636
H 1.563383 1.821282 -0.561682 0.090 -0.116 0.077
H 2.810718 1.157899 0.506115 -0.110 -0.075 -0.093
H 2.414476 0.338941 -1.014499 -0.059 0.081 0.113
H 0.595860 0.584685 1.455457 0.038 -0.054 -0.137
H 1.326847 -0.898843 0.853758 -0.089 0.127 -0.043
H -0.623211 0.843790 -0.741386 0.011 -0.127 0.055
H -0.011822 -0.721728 -1.250905 -0.055 0.090 0.114
H -1.683520 -0.335914 1.298482 0.031 -0.042 -0.149
H -1.274988 -1.870976 0.536326 -0.021 0.152 -0.043
```
Forces are in eV/Å.

Maximum force   1.12 eV Å⁻¹
E_LUMO   0.889 eV
Relative energy (zero: lowest compared OMol25 entry of this formula, charge and spin)   0.1031 eV
SMILES   CCCCC#N
Frontier orbital gap   12.4 eV

---

3.
Molecular formula: C5H9N
Method: DFT, ωB97M-V with the def2-TZVPD basis set

Structure (XYZ):
```
15
Properties=species:S:1:pos:R:3:forces:R:3
C -2.091416 0.034312 -0.046305 -0.451 -0.451 0.657
C -0.595144 0.055131 0.009075 -0.197 -0.111 -0.305
C 0.163126 1.128899 0.007505 0.485 0.841 -0.307
C 1.621050 0.784609 -0.047806 0.484 0.343 0.695
N 1.664741 -0.692460 -0.146894 0.835 -0.391 1.554
C 0.297622 -1.180968 -0.043275 -1.203 -0.027 -0.434
H -2.573555 1.019492 -0.200650 0.533 -0.517 -0.185
H -2.540873 -0.361717 0.881956 0.354 0.155 -0.054
H -2.419029 -0.698934 -0.782450 -0.113 0.240 -0.389
H -0.181237 2.165325 -0.080133 0.060 -0.435 0.225
H 2.185580 1.230458 0.803429 -0.327 -0.585 -0.113
H 2.096201 1.244725 -0.901143 0.131 0.075 -0.613
H 2.223539 -1.152877 0.618267 -0.667 1.099 -1.242
H 0.044170 -1.805877 -0.920887 -0.063 0.144 0.308
H 0.105219 -1.770117 0.849315 0.138 -0.379 0.203
```
Forces are in eV/Å.

Maximum force   1.81 eV Å⁻¹
E_LUMO   1.082 eV
Relative energy (zero: lowest compared OMol25 entry of this formula, charge and spin)   0.8486 eV
SMILES   CC1=CCNC1
Frontier orbital gap   9.5 eV

---

4.
Molecular formula: C5H9N
Method: DFT, ωB97M-V with the def2-TZVPD basis set

Structure (XYZ):
```
15
Properties=species:S:1:pos:R:3:forces:R:3
C 1.292517 -0.704754 -0.228754 0.073 -0.037 -0.026
C -0.006629 -0.000896 0.193560 -0.005 0.000 -0.007
C -0.022721 1.445810 -0.325254 -0.001 0.089 -0.028
C -1.236171 -0.767257 -0.328391 -0.066 -0.046 -0.022
C -0.060088 0.039407 1.670938 -0.040 0.034 0.956
N -0.106562 0.090760 2.826063 0.051 -0.073 -1.081
H 2.169317 -0.166858 0.146021 -0.138 -0.067 -0.067
H 1.327083 -1.728525 0.157314 -0.019 0.159 -0.054
H 1.350207 -0.744732 -1.322264 -0.035 0.019 0.153
H 0.839140 2.007821 0.047803 -0.132 -0.084 -0.034
H -0.935205 1.965502 -0.016693 0.126 -0.083 -0.040
H 0.017510 1.435056 -1.420185 -0.001 -0.008 0.163
H -1.107886 -1.846859 -0.204753 -0.031 0.151 0.045
H -1.373881 -0.557106 -1.394721 0.078 -0.059 0.143
H -2.146635 -0.467376 0.199319 0.139 0.005 -0.102
```
Forces are in eV/Å.

Maximum force   1.08 eV Å⁻¹
E_LUMO   0.756 eV
Relative energy (zero: lowest compared OMol25 entry of this formula, charge and spin)   0.0000 eV
SMILES   CC(C)(C)C#N
Frontier orbital gap   12.2 eV

---

5.
Molecular formula: C5H9N2
Method: DFT, ωB97M-V with the def2-TZVPD basis set

Structure (XYZ):
```
16
Properties=species:S:1:pos:R:3:forces:R:3
C -1.317197 1.269090 0.015247 0.744 4.903 -2.825
N -0.228058 0.667617 0.100023 0.857 0.790 1.095
C 1.163899 1.006842 -0.280920 0.214 1.782 0.078
C 1.843519 -0.220022 0.235274 2.486 0.870 0.611
N 1.103354 -1.071660 0.775418 1.666 -0.294 1.156
C -0.212972 -0.627768 0.747458 -0.876 -1.521 -1.919
C -0.889217 -1.474828 -0.320680 -0.579 -1.549 -1.024
H -2.200885 1.065398 0.560304 -0.720 -0.862 0.292
H -1.285396 2.214460 -0.677107 -0.422 -1.691 1.580
H 1.462415 2.041326 0.152099 -0.437 -1.891 -0.412
H 1.374581 1.066774 -1.347843 -0.612 0.092 -0.268
H 2.968501 -0.257108 0.200270 -1.322 -0.415 -0.155
H -0.722928 -0.638008 1.679106 -0.291 0.157 0.917
H -0.101067 -1.888876 -1.002962 -0.716 0.064 0.780
H -1.510332 -0.862178 -1.002574 -0.174 -0.648 0.718
H -1.448219 -2.291057 0.166885 0.182 0.211 -0.623
```
Forces are in eV/Å.

Maximum force   5.71 eV Å⁻¹
E_LUMO   -5.185 eV
Net charge   +1
Relative energy (zero: lowest compared OMol25 entry of this formula, charge and spin)   3.5051 eV
SMILES   C=[N+]1CC=N[C@@H]1C
Frontier orbital gap   10.0 eV

---

6.
Molecular formula: C5H9N2
Method: DFT, ωB97M-V with the def2-TZVPD basis set

Structure (XYZ):
```
16
Properties=species:S:1:pos:R:3:forces:R:3
C -0.272908 1.242047 0.492390 -0.487 1.276 -0.085
C 0.976238 0.594757 1.137649 -3.022 -1.415 2.854
N 1.491375 -0.328101 0.186907 2.951 -0.384 -1.779
C 0.677816 -1.146292 -0.339222 -2.821 -0.634 -1.279
N 0.227961 -1.617469 -1.474880 -0.600 -0.025 -0.395
C -0.778884 -1.143069 -0.374333 1.350 -1.181 0.389
C -1.253568 0.260116 -0.193547 0.474 -1.493 3.163
H 0.097600 1.790060 -0.329896 0.744 0.999 -0.999
H -0.843048 2.050555 1.051119 0.867 -1.394 -0.045
H 1.730524 1.181570 1.620153 0.335 0.697 -0.390
H 0.593808 -0.068043 1.983694 0.505 0.825 -0.760
H 2.232947 -0.101242 -0.477822 0.355 0.422 0.768
H 0.301493 -1.448702 -2.506130 0.431 0.202 1.449
H -1.435803 -1.947561 -0.048181 0.521 -0.010 -0.047
H -2.161033 0.108233 0.353368 -0.531 0.269 0.776
H -1.584518 0.573142 -1.081267 -1.072 1.846 -3.620
```
Forces are in eV/Å.

Maximum force   4.39 eV Å⁻¹
E_LUMO   -4.176 eV
Net charge   +1
Relative energy (zero: lowest compared OMol25 entry of this formula, charge and spin)   4.1357 eV
SMILES   C1C[NH+]=C2N[C@@H]2C1
Frontier orbital gap   11.0 eV

---

7.
Molecular formula: C5H9N2
Method: DFT, ωB97M-V with the def2-TZVPD basis set

Structure (XYZ):
```
16
Properties=species:S:1:pos:R:3:forces:R:3
C 0.957040 -0.958631 -0.355803 -2.398 0.050 -1.410
C 1.873742 -0.216899 0.198070 0.088 0.163 0.312
C -1.317123 0.286430 -0.223150 -0.132 -1.012 1.845
C 3.021322 0.556988 0.595732 -2.658 2.409 1.410
C -2.399236 -0.147872 0.732595 -1.545 0.451 0.413
N -0.404469 -0.767097 -0.602009 -0.140 -1.536 -0.656
N -1.030740 1.446334 -0.494211 1.988 1.138 -1.387
H 1.200913 -1.930179 -0.844006 0.819 0.616 0.781
H -0.914905 -1.515423 -1.140670 1.310 0.864 1.055
H 3.171241 1.363025 -0.142444 0.236 -0.261 0.309
H 3.771825 -0.163229 0.477352 1.848 -1.344 -0.038
H 3.008821 0.990985 1.704295 0.003 -1.296 -2.269
H -3.102065 0.707950 0.840761 0.628 -0.383 0.154
H -1.971179 -0.380750 1.733573 -0.142 0.108 -0.753
H -3.098022 -0.957889 0.462399 0.825 -0.075 -0.264
H -1.596502 2.222847 -0.225772 -0.730 0.106 0.496
```
Forces are in eV/Å.

Maximum force   3.85 eV Å⁻¹
E_LUMO   -6.552 eV
Net charge   +1
Relative energy (zero: lowest compared OMol25 entry of this formula, charge and spin)   5.5744 eV
Frontier orbital gap   7.3 eV

---

8.
Molecular formula: C5H9N2O
Method: DFT, ωB97M-V with the def2-TZVPD basis set

Structure (XYZ):
```
17
Properties=species:S:1:pos:R:3:forces:R:3
C 0.910943 1.091533 0.037785 -0.332 3.592 -1.059
C -0.463768 1.283967 0.061221 -2.254 1.437 0.111
C 0.915012 -1.174004 0.461566 -1.520 2.438 0.267
C 3.019794 -0.066879 -0.067408 -0.290 0.752 0.621
C -3.353785 -0.762964 -0.107450 1.676 0.057 -5.123
N 1.539599 -0.118743 0.134582 0.183 0.434 0.076
N -1.265064 0.222741 -0.013636 1.457 -2.275 -0.545
O -2.530088 0.315140 0.239381 -0.027 3.554 1.305
H 1.577212 1.990713 -0.218454 -1.155 -1.665 0.663
H -1.027771 2.314425 0.062358 1.704 -1.783 0.101
H 1.223239 -2.144835 0.494939 1.015 -2.553 -0.205
H 3.412466 -0.381896 0.890016 0.795 -0.785 -0.558
H 3.197922 -0.457583 -1.026764 0.682 -2.021 -0.634
H 3.423940 0.912107 -0.288801 -0.710 0.833 0.720
H -3.806363 -0.535281 -1.219078 1.276 -0.977 2.741
H -4.100203 -0.913944 0.550594 -2.553 0.292 2.396
H -2.673084 -1.574492 0.009146 0.054 -1.328 -0.876
```
Forces are in eV/Å.

Maximum force   5.39 eV Å⁻¹
E_LUMO (spin up / spin down)   -5.954 / -5.815 eV
Net charge   +1
Relative energy (zero: lowest compared OMol25 entry of this formula, charge and spin)   8.3925 eV
Frontier orbital gap (spin up / spin down)   7.9 / 6.9 eV

---

9.
Molecular formula: C5H9N2O
Method: DFT, ωB97M-V with the def2-TZVPD basis set

Structure (XYZ):
```
17
Properties=species:S:1:pos:R:3:forces:R:3
C 1.324681 1.151524 3.128663 0.571 0.400 0.414
C 0.010660 -0.549755 1.953383 0.224 0.765 -1.653
C -0.985325 0.800494 -0.855818 -0.111 0.761 0.186
C 0.368629 0.435391 -0.446208 -0.259 0.125 1.192
C -0.279427 -1.130309 -2.364810 0.154 -0.204 -0.822
N 0.472029 0.408380 2.536630 -0.225 0.062 0.327
N -0.480762 -0.566142 -1.036154 -0.294 -1.037 0.154
O -0.634059 -1.443441 1.576084 -0.446 -0.989 0.265
H 0.991168 2.101172 3.519260 -0.022 0.100 -0.021
H 2.360979 0.857336 3.241954 -0.020 -0.131 -0.011
H -1.760501 0.933626 -0.112003 -0.048 -0.172 0.072
H -1.169374 1.356826 -1.769315 0.096 -0.158 -0.097
H 1.295392 0.725492 -0.899168 0.240 -0.022 -0.276
H 0.533816 -1.853162 -2.343688 -0.004 0.024 0.113
H -1.189673 -1.625746 -2.705780 0.029 0.096 0.134
H -0.025376 -0.335375 -3.064208 0.001 0.012 0.088
H -0.832856 -1.266309 -0.358823 0.114 0.367 -0.065
```
Forces are in eV/Å.

Maximum force   1.83 eV Å⁻¹
E_LUMO (spin up / spin down)   -5.698 / -4.690 eV
Net charge   +1
Relative energy (zero: lowest compared OMol25 entry of this formula, charge and spin)   5.5664 eV
Frontier orbital gap (spin up / spin down)   6.1 / 8.8 eV

---

10.
Molecular formula: C5H9N2O2P3
Method: DFT, ωB97M-V with the def2-TZVPD basis set

Structure (XYZ):
```
21
Properties=species:S:1:pos:R:3:forces:R:3
C 3.726935 0.509098 0.659759 0.906 -1.065 0.735
C 2.705126 -0.322138 0.524280 -2.248 -0.069 -0.830
C 3.679205 1.809367 0.042493 2.037 0.949 0.559
C 1.357470 1.299438 -0.583621 -1.490 -2.813 -0.801
C 0.278174 -0.829408 -0.104903 1.775 -0.499 -0.426
N 2.470465 2.010386 -0.603296 1.078 1.187 0.241
N 1.497446 -0.036469 -0.127214 -0.583 1.482 0.387
O 4.564593 2.666334 0.051640 -1.446 -1.098 -0.181
O 0.318138 1.676978 -1.096695 0.064 0.448 0.469
P -2.874503 3.300354 0.435054 -0.735 -0.292 0.256
P 0.417485 -2.617430 -0.461719 0.410 -0.063 1.099
P -1.272702 -0.197435 -0.597257 -2.119 -0.638 0.317
H 4.531478 0.038386 1.255692 -0.097 1.206 -0.648
H 2.707354 -1.284452 0.937594 0.192 -1.155 0.562
H 2.300239 2.903301 -0.989557 0.228 1.210 -0.464
H -1.861965 3.413129 -0.547969 0.317 0.418 0.431
H -2.443054 4.165524 1.498296 0.413 -0.108 -0.676
H 1.430010 -2.694919 -1.451456 0.065 0.379 -0.075
H 1.379659 -2.773129 0.594495 -0.312 -0.533 -0.313
H -1.717323 0.740313 0.400474 0.353 -0.263 -0.286
H -2.127161 -1.371802 -0.110331 1.192 1.317 -0.355
```
Forces are in eV/Å.

Maximum force   3.28 eV Å⁻¹
E_LUMO (spin up / spin down)   -1.101 / -1.309 eV
Frontier orbital gap (spin up / spin down)   7.8 / 6.4 eV

---

11.
Molecular formula: C5H9N2O2S
Method: DFT, ωB97M-V with the def2-TZVPD basis set

Structure (XYZ):
```
19
Properties=species:S:1:pos:R:3:forces:R:3
C -1.104743 -1.023244 -1.779742 -0.193 -1.662 -1.214
C 1.110030 -2.034362 -0.917821 -1.890 0.734 -1.245
C -2.011545 -0.573696 -0.815259 6.077 -0.823 1.897
C 2.086034 0.146737 -0.069369 -0.647 -0.066 -0.122
C -1.775497 1.110021 1.362235 2.148 1.680 1.784
N -0.016360 -1.659969 -1.404880 0.212 -0.440 -0.376
N 2.116000 -1.173671 -0.666595 1.263 -0.961 0.890
O 0.719717 0.553975 -0.076976 -1.866 1.267 0.121
O 2.640561 0.168505 1.220600 -1.907 -3.479 -1.736
S -0.823120 -0.209129 0.630533 -0.249 -0.506 -1.802
H -1.312167 -1.089889 -2.924935 0.184 0.362 2.162
H 1.231799 -3.124549 -0.815798 0.468 0.541 0.065
H -2.805558 0.037933 -0.885276 -2.460 2.132 -0.527
H 2.677917 0.749057 -0.820754 -1.013 0.331 1.140
H -1.305127 1.363235 2.384812 -1.102 -1.017 -1.222
H -2.793911 0.736012 1.377044 -0.081 0.184 0.211
H -1.631522 2.094048 0.886938 -0.419 -0.664 -0.640
H 3.038658 -1.571181 -0.706082 0.204 -0.272 0.357
H 3.068588 0.943452 1.452888 1.270 2.660 0.255
```
Forces are in eV/Å.

Maximum force   6.42 eV Å⁻¹
E_LUMO (spin up / spin down)   -4.834 / -4.834 eV
Net charge   +1
Relative energy (zero: lowest compared OMol25 entry of this formula, charge and spin)   4.0114 eV
Frontier orbital gap (spin up / spin down)   8.0 / 8.0 eV

---

12.
Molecular formula: C5H9N2O4
Method: DFT, ωB97M-V with the def2-TZVPD basis set

Structure (XYZ):
```
20
Properties=species:S:1:pos:R:3:forces:R:3
C -3.550619 0.312668 0.123310 1.042 1.287 -1.240
C 1.724977 -0.220654 -0.142502 -1.511 -0.609 -0.985
C -0.795095 -0.446859 0.331246 -0.073 -1.019 1.254
C 2.133498 -1.648520 -0.319204 0.243 2.756 -1.762
C 0.326010 0.209272 -0.694671 -1.441 -3.330 -0.159
N -0.728286 0.163590 1.632474 -2.093 -2.035 -3.395
N 0.366385 1.668378 -0.673303 0.486 0.514 -3.566
O -4.494622 -0.277180 0.288157 -2.235 -1.644 0.916
O 2.301327 0.645410 0.452076 0.847 0.677 0.747
O -2.622500 0.947806 -0.158120 0.309 1.268 -0.167
O -1.504514 -1.397676 0.003268 2.100 2.343 0.621
H 1.274349 -2.167952 -0.063160 -1.464 -1.711 0.483
H 2.349914 -1.781639 -1.409755 0.107 -0.211 0.990
H 2.935125 -1.733946 0.347459 1.384 -0.980 0.615
H 0.110118 -0.333019 -1.671776 0.189 1.264 1.015
H -1.324272 -0.242596 2.358107 0.647 0.163 -0.288
H 0.177547 0.445845 1.808544 1.896 0.794 1.352
H 1.077889 1.718906 0.117790 -0.092 1.466 -0.247
H -0.557647 2.127360 -0.681498 0.334 -0.250 0.961
H 0.800418 2.010800 -1.648437 -0.676 -0.742 2.854
```
Forces are in eV/Å.

Maximum force   4.48 eV Å⁻¹
E_LUMO   -3.860 eV
Net charge   +1
Relative energy (zero: lowest compared OMol25 entry of this formula, charge and spin)   0.8554 eV
Frontier orbital gap   10.7 eV